(1)
Computed, not measured: 15 unconnected molecules or ions with the total composition C30H90O15 in a non-equilibrium geometry, with ωB97M-V/def2-TZVPD.

XYZ file:
```
135
Properties=species:S:1:pos:R:3:forces:R:3
O 1.707513 30.710211 -11.360608 0.120 0.456 0.052
O 1.641033 26.072387 -5.915015 0.710 -0.761 -1.242
O 12.063552 27.094705 -8.462565 0.002 0.664 -0.175
O 7.297969 24.629010 -5.769573 -0.049 0.554 -0.507
O 9.261277 30.975997 -9.581031 1.629 -0.653 0.763
O 6.347572 31.006381 -9.895624 2.137 -0.087 0.125
O 2.358349 25.798914 -10.167141 1.243 -0.622 0.017
O 7.653583 24.196101 -8.486089 1.102 0.252 0.940
O 8.109739 32.110443 -3.726356 0.037 -0.067 -0.437
O 7.075260 27.763047 -14.035473 -0.211 0.950 -0.835
O 3.652518 24.901272 -7.416535 -0.260 -0.451 -1.106
O 2.967997 27.993701 -11.265295 -0.152 1.861 1.007
O -0.534675 27.830199 -6.641845 -0.141 0.191 -0.773
O 4.623519 28.973590 -9.066091 0.409 2.028 0.755
O 8.303393 25.816677 -3.359760 -0.663 -0.519 -0.199
C 7.514779 22.223599 -5.621144 -0.727 0.201 0.573
C 7.927420 29.088110 -12.107369 -1.258 -1.026 -0.529
C 8.281512 31.825860 -5.112200 -1.343 -0.240 0.030
C 7.743158 27.729423 -12.789264 0.312 -0.620 -0.441
C 1.229464 29.005527 -7.788963 -0.132 0.113 0.396
C 7.198167 24.651135 -10.692815 0.108 1.114 -0.398
C -0.177882 29.102681 -7.211270 0.878 0.111 0.391
C 3.621892 22.668351 -8.404335 0.270 -0.690 -0.057
C 3.769067 27.649730 -12.349295 -0.247 0.346 0.032
C 4.621447 32.628434 -9.907793 0.185 0.453 -0.067
C 6.197469 27.939943 -7.424429 0.028 0.542 -0.039
C 2.151376 26.463026 -4.660698 -0.818 0.284 0.380
C 5.590897 31.800185 -10.772514 -1.033 0.903 0.048
C 3.012025 23.621196 -7.429447 0.272 -0.223 0.320
C 7.596434 27.981184 -4.131148 0.338 -0.889 0.108
C 6.907015 31.943797 -5.820631 0.814 -0.039 -0.289
C 11.102931 30.399003 -8.020584 -0.139 -0.360 -0.784
C 8.301583 27.192293 -3.032741 1.009 0.774 0.673
C 6.623415 23.459445 -5.367612 0.573 -1.057 0.019
C 10.264906 26.587402 -6.917980 -0.389 -0.319 -0.595
C 0.535599 30.486675 -12.139948 0.376 -0.176 0.560
C 9.626270 30.224319 -8.471058 2.625 1.397 0.757
C 0.190547 26.212935 -10.840866 -1.204 -0.366 -0.700
C 3.603385 26.899070 -4.681665 -0.523 -0.399 -0.497
C 1.068115 25.353747 -9.988968 -2.242 -0.067 0.687
C -0.315195 31.734731 -12.079853 0.063 -0.764 -0.425
C 2.911973 27.282962 -13.487740 -0.824 -0.513 -1.857
C 5.491524 27.910246 -8.792815 -0.471 -1.442 0.777
C 6.607159 24.327747 -9.363794 -1.312 -1.286 -1.144
C 10.993777 26.204400 -8.214453 -0.320 -0.217 1.202
H 7.892003 22.275337 -6.642485 0.198 -0.082 0.144
H 7.692357 25.607234 -10.520348 0.611 -0.002 -0.386
H 5.798753 30.282105 -9.586073 -0.837 -0.704 0.401
H 6.117053 23.361341 -9.481899 -0.328 -0.210 0.128
H 2.181205 26.498928 -13.289305 0.452 -0.475 0.201
H -0.014591 29.655409 -11.699059 -0.208 -0.240 -0.028
H 4.372281 26.803644 -12.020115 0.728 0.090 -0.401
H 5.545273 27.784303 -6.565065 -0.400 0.141 -0.309
H 0.837256 30.183583 -13.142559 -0.227 0.209 -0.291
H 2.000737 28.717841 -7.074477 -0.144 0.006 0.271
H 5.053557 31.204988 -11.510830 -0.221 -0.361 0.172
H 6.172918 31.229875 -5.447096 0.045 0.254 0.462
H -0.861156 25.931866 -10.785979 -0.106 -0.062 0.585
H 10.855242 26.587566 -6.001676 0.272 0.129 -0.258
H 11.838416 29.960277 -8.694885 -0.248 0.097 -0.472
H 7.893042 23.872296 -11.006904 0.099 0.192 0.044
H 3.704940 27.788782 -5.303120 0.155 0.127 0.148
H 1.239065 28.245495 -8.570227 0.015 0.131 -0.224
H 0.254975 27.269106 -10.579236 0.200 0.006 -0.264
H 0.975255 26.671305 -6.260905 -0.348 0.356 0.150
H 3.547296 27.020761 -14.333736 -0.114 -0.348 -0.153
H 2.283591 29.948884 -11.461132 0.008 -0.421 0.122
H 5.825435 25.017437 -9.045484 0.110 0.322 0.097
H 2.528956 27.187345 -10.984872 -0.223 -0.438 0.568
H 3.948341 33.271511 -10.474791 -0.020 -0.242 -0.232
H 6.656163 26.903134 -14.116161 -0.038 0.121 -0.352
H 6.518899 32.961816 -5.853903 -0.040 -0.080 0.401
H 5.167109 33.293912 -9.238852 0.335 0.030 -0.099
H 7.916551 27.364964 -2.027746 -0.830 -0.045 -0.071
H 4.793132 27.074853 -8.743135 0.650 -0.811 -0.279
H 8.992984 30.529278 -7.637963 -0.907 -0.072 0.271
H 1.514897 29.979846 -8.185615 0.021 -0.103 -0.255
H 2.027676 25.574459 -4.041621 0.044 0.223 0.452
H 4.151816 26.082191 -5.150726 0.426 0.090 0.119
H 7.654752 29.068379 -4.079223 -0.043 -0.123 0.454
H 3.134719 23.216589 -6.424793 -0.173 -0.267 0.135
H 7.006324 31.656563 -6.867401 0.249 -0.001 -0.322
H 9.353916 27.417929 -2.860136 0.271 0.779 -0.621
H 0.361038 25.999551 -11.896087 0.546 0.529 -0.135
H 6.923535 29.502505 -12.014647 0.154 0.406 0.223
H 8.324442 28.860291 -11.118150 0.143 0.271 0.083
H -1.235940 31.522382 -12.623198 -0.082 0.254 -0.081
H 6.183624 27.829015 -9.630968 0.368 -0.414 0.049
H 1.941900 23.678904 -7.628463 -0.156 0.386 0.069
H 9.041489 32.463312 -5.564073 -0.024 0.288 -0.064
H 0.876662 24.300740 -10.195408 0.512 -0.255 -0.406
H 8.301938 31.011506 -9.582835 -2.490 0.213 -0.629
H -0.799298 29.469545 -8.028177 -0.555 -0.528 0.018
H 0.753547 25.465241 -8.951316 0.105 0.184 0.349
H 10.265844 26.225258 -9.025495 -0.037 -0.164 -0.138
H 8.300923 22.132158 -4.871672 0.298 0.280 -0.263
H 6.485180 24.843500 -11.494537 -0.294 -0.299 0.069
H 12.305632 26.988999 -9.385505 0.259 -0.016 -0.035
H 11.330145 29.833756 -7.116725 -0.635 0.078 0.227
H 6.269418 32.397056 -11.381978 0.103 0.273 0.343
H 8.735053 27.313375 -12.965713 0.176 -0.347 0.258
H 9.447970 25.881966 -6.766071 0.021 -0.251 -0.004
H 3.418576 22.843678 -9.460753 0.038 0.448 -0.006
H 9.748912 27.538602 -7.048640 0.171 0.402 0.134
H 5.718452 23.340543 -5.963425 -0.197 0.252 0.093
H -0.281079 29.818082 -6.395394 0.354 0.350 -0.099
H 6.951662 27.164836 -7.288394 0.010 -0.253 -0.575
H 7.598355 25.063983 -4.968222 0.342 0.344 0.194
H 7.359253 24.413539 -7.598574 0.164 0.102 0.534
H 11.396722 25.198357 -8.097789 -0.158 -0.194 -0.161
H 2.258993 28.070767 -13.863346 0.289 0.577 0.275
H 3.968132 28.668121 -9.697572 -0.490 -0.176 -0.592
H 8.564561 29.762615 -12.679360 0.042 -0.124 0.077
H 8.829025 31.692685 -3.247071 0.079 0.105 0.151
H 6.562504 27.636182 -4.138072 -0.137 0.289 -0.136
H 8.607424 30.792813 -5.233426 0.215 -0.281 -0.026
H -0.579247 31.908386 -11.036673 0.148 0.385 -0.084
H 1.485649 27.264851 -4.341380 0.171 0.018 0.674
H 2.994392 25.413196 -6.940733 -0.312 0.954 0.468
H 11.363779 31.448144 -7.881346 -0.246 0.020 0.015
H 6.928732 21.312607 -5.499737 -0.171 -0.059 -0.183
H 8.046091 27.679162 -5.077032 -0.014 -0.003 -0.159
H 4.298352 28.556436 -12.642303 0.736 -0.273 0.238
H 7.102765 27.000354 -12.292813 0.669 0.340 1.456
H 0.220920 32.555875 -12.555681 -0.205 0.184 0.292
H 3.953846 27.068111 -3.663478 0.083 0.081 -0.092
H 6.711530 28.883062 -7.239030 0.048 0.334 -0.106
H 3.182006 21.692803 -8.197196 0.083 -0.171 0.022
H 6.384696 23.593590 -4.312570 -0.358 -0.412 0.044
H -1.492403 27.813992 -6.577766 -0.085 -0.270 0.179
H 9.396834 29.169652 -8.623104 -0.451 -0.762 -0.298
H 2.880259 25.457992 -9.437085 0.678 -0.004 0.388
H 4.028090 32.010316 -9.234035 -0.079 -0.323 -0.343
H 8.631736 25.350771 -2.587287 0.009 -0.279 -0.074
H 4.697931 22.589280 -8.249450 -0.057 -0.044 -0.057
```
Positions in Å, forces in eV/Å.

Output
highest occupied orbital energy (spin up / spin down): -11.607 / -11.606 eV
energy relative to the best compared isomer or geometry (same formula, charge and spin): 0.00 kJ/mol
LUMO level (spin up / spin down): -1.91 / -8.78 eV
multiplicity: 2
DFT total energy: -63269.5345 eV
frontier orbital gap (spin up / spin down): 9.6923 / 2.8223 eV
charge: +1
⟨S²⟩: 0.754

Mulliken atomic charge list, values in e, 6 entries: -0.42, -0.43, -0.54, -0.12, -0.19, 0.13

---

(2)
Computed, not measured: a molecular structure, C31H17BrCsF5IN3O2SSe in a non-equilibrium geometry, with ωB97M-V/def2-TZVPD.

XYZ file:
```
63
Properties=species:S:1:pos:R:3:forces:R:3
Cs 0.175743 -0.365234 -0.643809 0.352 3.135 -1.978
I 2.229916 -3.120603 0.657841 0.439 -0.435 -0.050
Br 5.037378 -4.647386 2.267873 0.051 -0.045 -0.007
Se -0.991664 1.976980 2.882300 0.290 -0.480 -0.190
S -0.895124 2.834988 -5.170702 0.100 -0.113 0.233
F -5.064555 5.192167 2.119399 -0.069 -0.019 -0.064
F -3.678109 2.942226 1.649353 -0.171 -0.049 -0.096
F -1.707587 6.685148 5.049980 0.054 0.058 0.063
F -0.300972 4.449021 4.609094 0.079 0.075 0.120
F -4.105685 7.078112 3.826454 -0.048 0.089 0.001
O -1.149193 -2.438999 -0.135949 -0.609 -1.322 0.985
O 0.571859 -1.436880 1.572739 0.186 -0.949 1.502
N -0.507361 -2.111219 1.912750 -0.116 -0.145 0.324
N -1.364146 -2.608023 1.087994 -0.493 -0.428 -0.155
N -0.418714 2.068160 -2.743658 0.233 -0.364 0.257
C -1.975406 -3.348149 5.104839 0.008 0.008 -0.048
C -2.455755 4.841745 -3.940161 -0.040 0.042 0.049
C 2.124497 -1.208741 -3.973320 -0.048 -0.001 0.162
C -0.721934 -2.385038 3.295896 -0.091 -0.008 0.341
C -3.160765 3.830617 2.504355 0.364 -0.026 0.199
C -1.824567 -3.111722 3.750365 0.101 0.086 -0.168
C 5.475301 -6.031175 -0.153383 0.036 -0.023 -0.007
C -3.881510 4.985165 2.729611 -0.028 0.119 0.029
C -0.124070 1.742167 -3.952002 -0.503 0.687 -0.197
C -2.920428 5.381420 -2.750491 0.003 -0.002 -0.139
C 0.208772 -1.900076 4.205648 0.033 0.074 -0.205
C 4.157611 -5.846713 -2.147098 0.017 -0.040 -0.058
C 4.642535 -5.109632 0.465251 -0.155 0.090 -0.012
C 3.557423 -4.539440 -0.194607 0.064 0.037 0.088
C -3.400477 5.953663 3.591499 0.072 -0.113 -0.002
C -1.245561 3.160078 -2.647543 -0.249 0.365 -0.340
C 1.346197 -0.172424 -3.406450 0.199 0.178 -0.771
C -2.183330 5.742473 4.212877 -0.082 0.052 -0.043
C 1.625063 -0.624721 -6.251092 0.073 -0.104 -0.100
C 5.230961 -6.401957 -1.465169 0.023 -0.008 0.010
C -2.557608 4.819872 -1.525302 -0.024 0.036 0.058
C 0.860271 0.419042 -5.779463 -0.203 0.247 0.239
C -1.043144 -2.870038 6.017381 -0.002 -0.022 0.078
C 3.336046 -4.928928 -1.516184 -0.045 0.071 0.029
C 0.044885 -2.144753 5.559721 -0.033 -0.040 0.011
C -1.473959 4.583817 3.977131 -0.187 -0.285 -0.226
C -1.622197 3.733898 -3.878035 0.113 -0.162 0.017
C 0.716572 0.635266 -4.394962 0.531 -0.686 -0.074
C -1.932439 3.559386 3.130246 -0.262 0.589 0.108
C -1.725990 3.717131 -1.462162 0.066 -0.097 0.126
C 2.264306 -1.453373 -5.329929 -0.005 0.036 -0.100
H -2.938188 5.254329 -0.608925 0.013 -0.039 0.015
H 1.037087 -1.319906 3.827506 -0.005 0.002 0.019
H -1.449622 3.278833 -0.508944 -0.003 -0.007 -0.011
H 3.963300 -6.125745 -3.175441 -0.013 0.015 0.007
H -1.174555 -3.057137 7.076453 0.014 0.014 -0.004
H 0.774635 -1.752596 6.256775 -0.014 0.005 0.011
H 2.502996 -4.485472 -2.047777 0.012 -0.024 -0.032
H -2.545667 -3.470556 3.034147 -0.049 -0.035 0.000
H -3.575841 6.243832 -2.777044 0.007 -0.006 0.023
H 2.868259 -2.283256 -5.689719 0.025 -0.002 0.033
H 0.359682 1.073448 -6.488289 0.016 -0.037 -0.082
H 2.659575 -1.877739 -3.295350 0.000 -0.030 -0.023
H -2.836634 -3.908695 5.448080 0.003 0.001 0.013
H -2.737709 5.268252 -4.895269 -0.008 0.016 0.018
H 1.726800 -0.797427 -7.317113 -0.009 0.015 0.005
H 6.310835 -6.448959 0.392288 -0.011 0.003 0.010
H 5.881964 -7.118522 -1.950503 -0.004 0.001 -0.001
```
Positions in Å, forces in eV/Å.

Output
highest occupied orbital energy: -1.834 eV
energy relative to the best compared isomer or geometry (same formula, charge and spin): 92.49 kJ/mol
LUMO level: 3.61 eV
DFT total energy: -209445.1861 eV
frontier orbital gap: 5.4444 eV
charge: -2

Mulliken atomic charge list, values in e, 6 entries: 1.19, 0.25, -0.23, -0.46, -0.44, -0.35